# 1
The following is a quantum chemistry calculation of an isolated molecule of C5H6BrIN2O, from the OMol25 dataset.

Last column: natural (NBO) charge in e.
CARTESIAN COORDINATES (ANGSTROEM)
C -0.060552 0.665574 0.128210  0.624
C -2.005176 -0.572212 -0.381363  0.090
C -0.161483 -1.994474 -0.998081  -0.288
C 0.660152 -1.617271 0.198732  -0.001
C 0.801262 2.906464 0.537675  -0.321
N 0.742775 -0.219562 0.430733  -0.565
N -1.580371 -1.673705 -0.691084  -0.484
O -0.291002 1.932865 0.117548  -0.502
Br 2.581383 -2.434075 0.098981  -0.052
I -3.862432 0.119729 0.054853  0.173
H 0.147683 -1.496045 -1.916722  0.234
H -0.104439 -3.104138 -0.891949  0.235
H 0.156668 -1.929035 1.084558  0.217
H 1.790973 2.389342 0.405526  0.220
H 0.659174 3.053815 1.659467  0.195
H 0.525383 3.972721 0.162917  0.226

Atomic forces in eV per Å
C -0.290 -0.409 -1.071
C 0.624 -1.348 -0.848
C -0.667 -1.538 1.102
C 0.714 1.660 0.199
C -0.786 0.672 2.108
N 1.666 1.563 0.428
N 0.346 0.370 -0.148
O 1.456 0.891 0.453
Br -1.825 0.681 0.044
I -1.770 0.401 0.419
H 0.088 -0.532 -0.031
H -0.025 0.696 -1.383
H 0.220 -1.394 0.697
H -0.936 1.105 -0.474
H 0.255 -0.496 -1.263
H 0.930 -2.323 -0.233

- orbital gap (alpha / beta) (Ha) = 0.23090 / 0.30202
- total charge = 0
- multiplicity = 3



# 2
The following is a quantum chemistry calculation of a structure of composition C31H44BI2O13PS3, from the OMol25 dataset.

Last column: Mulliken charge in e.
CARTESIAN COORDINATES (ANGSTROEM)
C 4.238929 1.019207 2.662022  -0.803
C 3.626364 0.780773 1.498516  -0.539
C 2.531357 -0.226348 1.386911  0.482
C 2.643422 -1.534377 1.814131  -0.622
C 1.582788 -2.399972 1.721485  1.132
P 1.830534 -4.093919 2.336569  0.801
O 1.159700 -4.214604 3.659211  -0.779
C 0.358462 -2.018153 1.208987  0.668
C -0.789896 -2.967665 1.151756  -1.458
I -1.095925 -4.270976 -0.486446  0.211
C -1.618239 -2.989539 2.198775  -0.243
C -1.424818 -2.105665 3.425044  -1.059
I -3.329651 -4.260940 2.297242  0.082
C 0.246393 -0.708532 0.758622  0.258
C 1.314280 0.177058 0.845576  0.458
C 1.073003 1.593360 0.356960  -0.533
O 1.899004 2.221316 -0.277506  -0.610
C -0.286869 2.140479 0.706833  0.957
C -0.423159 3.447242 1.095142  -1.201
C -1.689822 3.884928 1.442460  -0.742
C -2.765741 3.025718 1.392959  0.768
C -4.113209 3.587232 1.833292  -1.552
C -2.630325 1.709368 0.961403  -0.752
B -3.898951 0.741808 0.893154  0.946
O -4.770804 0.944286 -0.152212  -0.771
C -4.190376 -0.429947 1.908056  0.605
C -5.677797 -0.856528 1.778254  -1.471
C -1.358410 1.269481 0.619675  0.801
C -1.044603 -0.142444 0.166229  -0.164
O -1.730450 -0.750757 -0.631051  -0.606
H 4.440632 0.229927 3.390529  0.248
H 4.528331 2.020052 2.982578  0.251
H 3.900428 1.354640 0.618705  0.381
H 3.573435 -1.899937 2.243269  0.356
H 1.418145 -5.074575 1.411065  0.020
H 3.227300 -4.269373 2.517005  0.087
H -1.087714 -1.099577 3.161468  0.148
H -2.360056 -2.067592 3.985699  0.486
H -0.643830 -2.587517 4.031611  0.318
H 0.461061 4.076481 1.134536  0.500
H -1.777924 4.925167 1.747780  0.534
H -4.643918 2.774821 2.353656  0.336
H -4.727758 3.935781 1.000747  0.259
H -3.962996 4.355503 2.595964  0.442
H -4.286949 1.460317 -0.809703  0.361
H -3.936350 -0.110513 2.924736  0.378
H -3.588062 -1.284582 1.569179  -0.388
H -6.311491 -0.017643 2.085899  0.325
H -5.942076 -1.131390 0.753680  0.282
H -5.860696 -1.740176 2.399968  0.395
O -4.437763 7.584095 -1.371471  -0.667
S -3.459235 7.785591 -0.348354  1.273
O -3.657285 7.294121 0.981126  -0.577
O -3.099704 9.336255 -0.276685  -0.275
C -4.181296 10.275717 -0.133204  -0.380
C -4.673417 10.359664 1.298317  -0.972
C -1.894627 7.223688 -0.932002  -0.965
H -4.993887 10.026272 -0.817686  0.332
H -3.784891 11.241937 -0.441341  0.274
H -5.163743 9.434403 1.600542  0.284
H -5.389483 11.174928 1.405810  0.385
H -3.840843 10.524488 1.982681  0.264
H -1.711982 7.652363 -1.913700  0.376
H -1.938541 6.137709 -0.995884  0.340
H -1.126269 7.527304 -0.225175  0.316
O 2.656318 -1.896852 -5.377021  -0.677
S 3.657565 -1.694938 -4.375824  1.217
O 3.471503 -2.169657 -3.038978  -0.517
O 4.039041 -0.149514 -4.331316  -0.243
C 2.975323 0.813511 -4.183850  -0.737
C 2.507420 0.927759 -2.747483  -0.589
C 5.207534 -2.279068 -4.977395  -1.004
H 2.147710 0.570204 -4.852726  0.388
H 3.384510 1.767856 -4.512077  0.314
H 2.004445 0.013557 -2.426691  0.204
H 1.809698 1.755373 -2.638710  0.402
H 3.350802 1.085680 -2.077478  0.234
H 5.378745 -1.863680 -5.966796  0.347
H 5.152425 -3.364451 -5.028125  0.372
H 5.989420 -1.974929 -4.286151  0.313
O 3.301181 -6.481438 -0.000974  -0.662
S 2.651875 -7.065087 -1.138010  1.259
O 1.352788 -7.648282 -1.024653  -0.617
O 3.640457 -8.122790 -1.805239  -0.294
C 4.209460 -9.141774 -0.962767  -0.343
C 3.232927 -10.271650 -0.701198  -0.983
C 2.644286 -5.901122 -2.459765  -0.937
H 4.569625 -8.705315 -0.029434  0.308
H 5.078132 -9.524695 -1.496362  0.279
H 2.399674 -9.936355 -0.083902  0.289
H 3.731649 -11.091585 -0.183347  0.392
H 2.814725 -10.643341 -1.636896  0.261
H 3.649033 -5.506729 -2.586602  0.303
H 1.956365 -5.100911 -2.190111  0.314
H 2.303631 -6.400013 -3.363516  0.419

Atomic forces in eV per Å
C 0.149 -0.162 0.432
C 0.271 -0.187 0.209
C 1.068 0.241 -0.661
C 0.489 0.023 0.325
C 0.519 -1.430 -0.304
P -0.419 -0.082 1.651
O -0.165 -0.204 -0.005
C -0.456 -0.077 -1.032
C -0.647 -0.306 0.296
I 0.537 0.497 0.146
C -0.310 0.102 0.089
C -0.047 -0.714 -0.147
I 0.590 0.384 0.111
C -0.890 0.428 -0.306
C -0.044 0.517 -0.246
C 0.088 -0.016 -0.117
O -0.534 -0.064 0.706
C 1.481 -0.768 -0.442
C -0.026 0.256 -0.040
C 1.062 0.593 -0.059
C -1.070 0.923 0.168
C 0.257 -1.032 0.577
C -0.361 -0.746 -0.119
B 0.062 -0.188 -0.311
O 0.708 -0.096 0.185
C -0.953 0.509 -0.899
C 0.422 -0.089 0.456
C 0.086 -0.486 0.067
C -0.062 -0.137 -0.070
O 0.231 0.363 0.753
H -1.119 0.267 0.305
H 1.023 -0.284 -0.713
H -0.938 0.605 0.321
H -0.008 0.172 -0.138
H 0.214 0.405 -0.268
H -0.119 0.202 -0.705
H -0.138 -0.100 -0.007
H 0.235 0.183 0.016
H -0.185 0.143 0.010
H -0.193 0.042 -0.010
H -0.394 -0.186 0.098
H -0.196 0.238 -0.257
H 0.099 0.094 0.152
H -0.106 0.174 -0.409
H -0.456 0.183 -0.116
H 0.099 -0.424 -0.043
H 0.272 0.225 0.361
H -0.138 -0.328 0.000
H 0.163 0.173 0.098
H -0.182 0.265 0.037
O -0.276 -0.073 0.208
S 0.664 0.260 -0.163
O -0.258 -0.156 -0.055
O 0.111 -0.177 -0.119
C -0.531 0.469 0.247
C -0.005 -0.279 0.110
C 0.097 0.036 -0.019
H 0.107 -0.171 -0.035
H 0.241 -0.154 -0.092
H -0.014 0.021 -0.017
H 0.040 0.031 -0.066
H -0.001 0.086 -0.041
H -0.027 0.007 0.013
H -0.085 0.011 0.040
H -0.029 0.003 0.011
O -0.221 -0.096 0.172
S 0.553 0.413 -0.156
O -0.235 -0.184 -0.016
O 0.115 -0.219 -0.129
C -0.564 0.434 0.256
C 0.042 -0.402 -0.107
C 0.093 0.028 -0.023
H 0.115 -0.186 -0.046
H 0.252 -0.165 -0.091
H -0.020 0.017 -0.006
H 0.071 0.055 -0.084
H -0.013 0.118 -0.036
H -0.030 0.008 0.014
H -0.081 0.010 0.029
H -0.034 0.004 0.016
O -0.137 -0.106 0.274
S 0.181 0.158 -0.757
O -0.052 0.019 0.323
O 0.027 0.219 -0.019
C 0.136 -0.612 0.370
C -0.265 0.117 0.053
C 0.055 0.017 -0.060
H -0.094 0.166 -0.063
H -0.043 0.223 -0.188
H 0.026 -0.005 0.008
H 0.068 0.031 -0.035
H 0.086 -0.031 -0.012
H -0.015 0.010 0.038
H 0.000 -0.032 0.074
H -0.021 -0.029 0.033

- orbital gap (Ha) = 0.29277
- total charge = 0



# 3
The following is a quantum chemistry calculation of an isolated molecule of C6H9BrN2O, from the OMol25 dataset.

Last column: natural (NBO) charge in e.
CARTESIAN COORDINATES (ANGSTROEM)
H 3.524868 -1.346956 1.015468  0.344
N 2.572247 -1.105036 0.753664  -0.621
C 2.568820 -0.290218 -0.221835  0.155
C 1.291364 0.234101 -0.823982  -0.484
C 0.064989 -0.001470 0.038359  -0.098
N -0.391018 1.297585 0.623863  -0.631
C -1.767733 1.111603 1.008453  0.692
O -2.415771 1.935063 1.595123  -0.529
C -2.199881 -0.248584 0.507177  -0.545
C -1.216828 -0.471181 -0.648490  -0.228
Br -1.256256 -2.347011 -1.141204  0.005
H 3.506654 0.049577 -0.668956  0.157
H 1.440698 1.304256 -0.988909  0.226
H 1.182571 -0.213001 -1.817012  0.239
H 0.231494 -0.716964 0.840533  0.239
H -0.484601 1.960193 -0.147719  0.371
H -3.247130 -0.377264 0.258524  0.250
H -1.920368 -0.944157 1.304699  0.242
H -1.484128 0.169467 -1.487747  0.215

Atomic forces in eV per Å
H 0.017 -0.027 0.003
N -0.111 0.396 -0.383
C 0.094 -0.567 0.542
C 0.368 -0.198 0.108
C -0.570 0.641 -0.523
N -0.601 -0.479 -0.155
C -0.065 0.327 0.246
O 0.150 -0.235 -0.296
C 0.311 -0.157 -0.034
C -0.397 -0.225 0.875
Br 0.238 0.158 -0.322
H -0.090 0.121 -0.168
H -0.112 0.021 -0.057
H -0.044 -0.072 0.024
H 0.494 0.144 0.091
H 0.564 0.385 0.274
H -0.087 0.267 0.120
H -0.238 -0.204 -0.040
H 0.078 -0.295 -0.304

- ΔE to the lowest compared entry with this formula, charge and spin (eV) = 0.000
- orbital gap (Ha) = 0.38699
- total charge = 0



# 4
The following is a quantum chemistry calculation of a structure of composition C22H22F2IMnN5OS, from the OMol25 dataset.

Last column: natural (NBO) charge in e.
CARTESIAN COORDINATES (ANGSTROEM)
Mn 1.571740 0.665315 -0.158337  1.216
C -1.391682 -3.871272 -1.706038  -0.155
C -0.163237 -3.592521 -1.124722  -0.185
C 0.119174 -2.300190 -0.713279  -0.213
C -0.835435 -1.305261 -0.884154  0.136
C -2.071159 -1.573446 -1.469039  -0.204
C -2.342029 -2.865781 -1.875182  -0.195
N -0.457404 -0.004794 -0.473313  -0.264
N -1.315018 0.894938 -0.462601  -0.107
C -0.773818 2.168156 -0.152297  0.068
C -1.640774 3.250388 -0.080370  -0.172
C -1.131334 4.514731 0.187248  -0.186
C 0.232359 4.698847 0.369286  -0.168
C 1.113973 3.617115 0.295581  -0.267
C 0.602174 2.359821 0.035696  -0.248
H -1.612448 -4.877510 -2.036675  0.242
H 0.569878 -4.376089 -0.992091  0.241
H 1.069320 -2.077202 -0.235772  0.199
H -2.789113 -0.777995 -1.610336  0.246
H -3.293127 -3.094961 -2.336679  0.241
H -2.698124 3.088412 -0.246292  0.254
H -1.801738 5.361510 0.242708  0.251
H 0.623533 5.688161 0.568086  0.249
H 2.173913 3.783732 0.441422  0.238
N 0.231132 2.006399 3.307475  -0.735
C 0.259919 0.766271 2.838659  0.405
S 1.761127 0.228261 2.095060  -0.111
N -0.788520 -0.013494 3.003111  -0.547
C -0.933695 -1.418047 2.712392  0.159
C -2.091562 -1.812950 2.059970  -0.251
C -2.312067 -3.162686 1.836444  -0.177
C -1.377784 -4.097674 2.259328  -0.181
C -0.227906 -3.687030 2.920121  -0.187
C -0.003957 -2.340762 3.166063  -0.234
H 1.039123 2.594648 3.188714  0.437
H -0.542837 2.365937 3.847245  0.423
H -1.593351 0.402688 3.458420  0.421
H -2.815099 -1.074972 1.733120  0.228
H -3.216684 -3.482814 1.337472  0.237
H -1.555596 -5.151391 2.091825  0.239
H 0.485947 -4.417976 3.274761  0.241
H 0.864447 -2.025387 3.727954  0.234
N 1.428429 2.366514 -3.280368  -0.722
C 1.673479 1.078032 -3.175059  0.709
O 1.752933 0.499698 -2.056903  -0.731
C 1.837261 0.258651 -4.405855  -0.623
I -0.017788 -0.727544 -4.774325  0.209
H 1.289767 2.933180 -2.455377  0.426
H 1.365479 2.808501 -4.184300  0.435
H 2.586979 -0.507889 -4.239764  0.277
H 2.077022 0.856864 -5.278822  0.259
F 3.849391 2.079530 -1.152385  -0.309
C 3.471299 1.385602 -0.078376  0.405
F 3.889187 0.083495 -0.197537  -0.320
H 3.854302 1.832245 0.838088  0.170

Atomic forces in eV per Å
Mn -0.031 -0.036 -0.124
C -0.022 -0.004 -0.019
C 0.030 0.032 0.021
C -0.036 -0.050 -0.007
C 0.006 0.067 0.030
C 0.008 -0.032 0.009
C 0.007 0.002 -0.011
N 0.013 -0.015 0.020
N -0.009 0.034 -0.011
C -0.028 -0.013 -0.012
C 0.026 -0.012 0.016
C -0.022 0.004 -0.002
C 0.022 0.009 0.008
C -0.070 0.000 -0.006
C 0.071 0.023 0.009
H -0.002 -0.001 0.002
H -0.001 -0.003 -0.003
H 0.002 -0.004 -0.005
H -0.003 0.004 0.002
H 0.000 -0.004 0.000
H -0.001 0.000 -0.003
H 0.007 0.004 0.002
H -0.005 0.002 -0.003
H 0.007 -0.002 -0.010
N 0.008 0.004 -0.009
C 0.003 -0.004 -0.016
S -0.064 -0.010 0.011
N 0.021 0.025 0.045
C 0.008 0.002 -0.009
C 0.006 -0.022 -0.014
C -0.006 0.001 -0.002
C 0.014 0.010 -0.001
C 0.009 -0.015 -0.005
C -0.019 0.002 -0.008
H -0.007 -0.007 0.016
H -0.001 0.001 -0.005
H -0.001 -0.008 -0.002
H 0.006 0.010 0.001
H 0.002 0.005 0.001
H 0.003 -0.001 0.001
H -0.002 -0.001 0.000
H 0.005 0.013 -0.001
N 0.007 -0.007 -0.006
C -0.049 0.014 -0.027
O 0.007 0.019 0.124
C 0.043 0.009 -0.006
I -0.025 -0.009 0.016
H 0.005 -0.010 0.005
H 0.007 0.002 0.001
H 0.002 -0.001 -0.012
H 0.009 -0.004 0.000
F 0.015 0.008 0.003
C -0.107 -0.014 -0.015
F 0.114 -0.009 0.012
H 0.018 -0.012 -0.002

- ΔE to the lowest compared entry with this formula, charge and spin (eV) = 0.000
- orbital gap (alpha / beta) (Ha) = 0.23329 / 0.25620
- total charge = +2
- multiplicity = 4



Largest force on an atom readings, ordered: 2.51; 1.73; 1.00; 0.13 eV/Å
Energy readings, ordered: -88446.48264; -118149.40754; -81437.75670; -88345.38729 eV